No. 1
The following is a DFT calculation (ωB97M-V/def2-TZVPD) of a molecular structure, C27H16Cl5N5S3Ti.

Last column: Löwdin charge in e.
Atoms and positions in Å:
Ti 0.458 0.546 -0.267  0.6030
C 0.321 -0.702 2.727  -0.1725
N 0.544 0.428 1.809  -0.0988
C 0.931 1.573 2.332  -0.0382
C 1.062 2.687 1.502  -0.3338
C 1.483 4.000 1.697  -0.0014
C 1.410 4.618 0.449  -0.0499
C 0.956 3.655 -0.453  -0.1596
N 0.728 2.488 0.174  -0.1997
C -0.857 -0.503 3.645  -0.2154
C -2.119 -0.189 3.144  -0.0247
C -3.196 -0.035 4.000  -0.0681
C -3.028 -0.194 5.372  -0.0856
C -1.775 -0.502 5.879  -0.0799
C -0.694 -0.650 5.017  -0.0436
H 1.223 -0.861 3.322  0.1262
H 0.182 -1.589 2.111  0.0459
H 1.153 1.651 3.395  0.1546
H 1.793 4.437 2.634  0.1136
H 1.655 5.640 0.210  0.1019
H 0.803 3.745 -1.518  0.1135
H -2.258 -0.065 2.075  0.0962
H -4.172 0.206 3.597  0.1059
H -3.870 -0.075 6.041  0.1028
H -1.634 -0.626 6.945  0.1035
H 0.285 -0.894 5.416  0.1113
Cl -1.888 2.143 -1.103  0.7381
C -2.472 0.529 -0.801  -0.6814
C -1.535 -0.446 -0.447  -0.2757
C -2.131 -1.689 -0.168  -0.6820
Cl -1.201 -3.060 0.366  0.6799
C -3.509 -1.930 -0.274  -0.7062
Cl -4.184 -3.480 0.055  0.6861
C -4.375 -0.906 -0.649  -0.7118
Cl -6.063 -1.182 -0.786  0.7025
C -3.849 0.350 -0.910  -0.7106
Cl -4.888 1.641 -1.364  0.7013
S 0.707 0.787 -2.630  0.6458
C 2.423 1.012 -2.373  -1.0716
S 2.919 0.918 -0.749  0.6824
C 3.281 1.149 -3.440  -0.3780
C 2.807 0.990 -4.785  -0.2621
N 2.424 0.805 -5.855  0.1559
C 4.692 1.282 -3.223  -0.2463
N 5.824 1.362 -3.028  0.1567
S 1.670 -1.882 -0.254  0.6085
C 1.701 -2.254 -1.923  -0.7094
N 0.556 -2.559 -2.573  0.0605
C 0.442 -2.728 -3.907  -0.0517
C 1.546 -2.629 -4.698  -0.0366
C 2.775 -2.365 -4.076  -0.0245
C 2.857 -2.195 -2.715  -0.0708
H -0.278 -2.593 -1.993  0.0944
H -0.552 -2.928 -4.279  0.1375
H 1.460 -2.732 -5.768  0.1175
H 3.667 -2.260 -4.682  0.1260
H 3.786 -1.941 -2.225  0.1189

Calculated values
maximum force	1.38	eV/Å
charge	0
HOMO-LUMO gap	6.0	eV

---

No. 2
The following is a DFT calculation (ωB97M-V/def2-TZVPD) of a molecular structure, C4H11N3.

Last column: Löwdin charge in e.
Atoms and positions in Å:
C -0.401 0.271 0.841  -0.1432
C -0.374 2.931 -0.317  -0.1099
N -0.435 -0.572 -0.213  -0.0768
N 0.380 1.699 -0.081  -0.0489
C 0.100 -1.838 -0.141  -0.5591
N 0.464 -2.322 -1.406  0.0656
C 0.280 -2.557 0.988  -0.0219
H 0.309 0.942 -0.892  0.1492
H 1.327 1.887 0.234  0.1172
H 0.514 -3.329 -1.463  0.0741
H -0.106 -1.927 -2.141  0.0701
H -1.348 0.700 1.169  0.0963
H 0.329 0.125 1.645  0.0966
H 0.114 3.566 -1.061  0.0789
H -1.365 2.659 -0.679  0.0851
H -0.476 3.492 0.612  0.0820
H 0.699 -3.551 0.953  0.0252
H -0.011 -2.176 1.952  0.0193

Calculated values
maximum force	2.49	eV/Å
charge	0
HOMO-LUMO gap	7.4	eV

---

Summary of relative energy (zero: lowest compared OMol25 entry of this formula, charge and spin) in kJ/mol
40.2, 352.0
(order as listed above)